Molecular formula: C25H29BCl3GeN6OPPt
Method: DFT, ωB97M-V/def2-TZVPD

The calculation puts the highest occupied orbital energy (spin up / spin down) at -17.36 / -17.35 eV. The expectation value of S² is 0.758. Its molecular weight is 845.381 g mol⁻¹. As for the net charge: +3. Its multiplicity is 2. The LUMO energy (spin up / spin down) is -12.66 / -12.65 eV. The value obtained for the energy is -5315.97093 a.u. The relative energy (zero: lowest compared OMol25 entry of this formula, charge and spin) is 48.0 kcal/mol.

Geometry as XYZ:
```
68
Properties=species:S:1:pos:R:3:forces:R:3:lowdin_spin:R:1
Pt 0.153010 -0.778401 -0.224867 0.95 -1.11 4.34 0.6824
C 4.420183 0.198859 0.164207 -0.08 -0.06 -0.05 0.0022
C 3.089573 0.582748 0.002389 0.13 0.05 -0.45 0.0117
N 2.308064 -0.517944 0.024734 -0.46 0.45 -0.33 0.1397
N 3.087126 -1.575346 0.198955 0.39 0.04 0.14 0.0073
C 4.371949 -1.179711 0.287632 0.07 0.20 -0.05 0.0004
B 2.506553 -3.011987 0.143927 -0.36 -0.11 -0.30 0.0006
N 1.362287 -3.183336 1.160666 0.28 0.09 0.30 0.0002
C 1.218070 -4.143255 2.085065 -0.23 0.01 0.07 -0.0008
C -0.065145 -4.077640 2.601941 0.01 0.08 -0.06 0.0012
C -0.670799 -3.028680 1.920436 -0.06 -0.22 -0.01 0.0063
N 0.204898 -2.495071 1.063621 0.00 0.90 -0.69 0.0256
N 1.832172 -3.150051 -1.233717 0.46 -0.08 -0.11 -0.0002
C 2.156738 -3.946265 -2.263206 -0.13 -0.08 -0.11 0.0008
C 1.221678 -3.774676 -3.268774 -0.11 -0.04 0.08 0.0004
C 0.332424 -2.834400 -2.762554 0.11 -0.30 -0.02 0.0025
N 0.717961 -2.462370 -1.535232 -0.76 1.09 -0.95 0.0152
H 5.291603 0.829956 0.190807 0.01 0.00 0.01 0.0009
H 2.660007 1.568959 -0.106994 -0.08 -0.01 0.15 0.0005
H 5.172761 -1.889012 0.420151 -0.06 -0.07 0.05 0.0005
H 3.355802 -3.823438 0.305702 0.06 0.03 0.03 -0.0001
H 2.017509 -4.830553 2.308247 0.06 0.04 -0.05 0.0000
H -0.500452 -4.706355 3.358818 -0.02 -0.04 -0.04 0.0003
H -1.684545 -2.671409 1.985056 0.02 0.03 -0.02 0.0008
H 3.017432 -4.593949 -2.221663 -0.01 -0.02 0.11 0.0001
H 1.183523 -4.270276 -4.222930 -0.02 -0.06 0.02 0.0001
H -0.564759 -2.448987 -3.215513 0.00 0.07 0.06 0.0001
C -1.314399 -0.270962 3.231472 -0.02 -0.33 -0.21 -0.0015
P -0.076776 0.361629 2.077469 -0.28 0.46 -1.29 -0.0218
C 1.460901 0.363788 3.020813 0.16 -0.39 -0.17 -0.0043
C -0.518821 2.069905 1.764231 0.02 -0.03 0.01 -0.0037
C 0.482684 3.026241 1.579811 -0.10 0.00 0.28 -0.0025
C 0.140992 4.361523 1.439724 0.06 -0.03 -0.16 0.0001
C -1.197770 4.736687 1.422837 0.00 -0.03 -0.09 -0.0030
C -2.196524 3.781232 1.567486 -0.03 0.02 -0.12 0.0000
C -1.863426 2.442802 1.715146 0.09 0.03 0.18 -0.0024
H -2.276189 -0.449401 2.753153 -0.02 0.04 0.01 -0.0001
H -1.436818 0.467403 4.026089 0.06 0.08 -0.07 -0.0005
H -0.953615 -1.201509 3.665262 -0.03 0.04 0.05 0.0000
H 1.360568 1.087798 3.831641 -0.11 0.01 -0.03 -0.0009
H 2.331033 0.614070 2.419755 -0.03 0.05 0.02 -0.0002
H 1.611579 -0.627015 3.452928 0.01 -0.02 -0.03 0.0000
H 1.525194 2.732419 1.589167 0.02 0.08 0.10 -0.0001
H 0.916166 5.110814 1.349423 0.00 0.00 -0.04 0.0000
H -1.462138 5.774663 1.268794 -0.01 0.03 0.17 -0.0001
H -3.235565 4.083099 1.580375 -0.01 -0.02 -0.05 0.0000
H -2.649592 1.704667 1.818816 -0.02 0.03 0.07 -0.0001
C -0.818015 3.255832 -2.055306 0.18 0.00 0.06 0.0012
C -1.035987 1.921692 -1.426792 -0.32 0.11 0.20 0.0020
O -0.041181 1.356766 -0.902159 0.54 -0.89 -0.95 0.0200
C -2.358385 1.307525 -1.453409 0.12 -0.09 0.04 0.0054
C -2.527297 -0.033222 -1.095706 0.01 0.02 -0.04 0.0683
C -3.744843 -0.665078 -1.168491 -0.08 -0.10 0.07 0.0058
C -4.855941 0.056285 -1.610289 0.12 0.08 0.02 0.0043
C -4.718430 1.390461 -1.970605 -0.05 0.05 0.04 -0.0024
C -3.484703 2.015011 -1.889112 0.05 0.07 -0.07 0.0031
H 0.239223 3.512172 -2.020446 -0.02 0.06 0.06 0.0001
H -1.383313 4.030125 -1.533973 -0.02 -0.02 0.02 -0.0002
H -1.153602 3.240907 -3.093789 -0.06 0.00 0.02 0.0005
H -1.640436 -0.629738 -0.796382 -0.68 -0.17 -0.16 0.0309
H -3.844285 -1.709978 -0.906396 0.00 0.00 0.00 0.0008
H -5.821011 -0.428369 -1.674847 0.00 0.00 -0.03 0.0006
H -5.575910 1.948795 -2.320284 -0.01 -0.01 0.02 -0.0001
H -3.401364 3.056808 -2.167710 -0.01 0.00 -0.02 0.0006
Cl -0.094138 0.276486 -3.717234 0.49 0.31 0.24 0.0000
Ge 1.890434 0.759874 -3.102286 -0.19 -1.16 -2.13 0.0010
Cl 2.992373 -0.988803 -3.554521 0.03 0.80 0.83 0.0003
Cl 2.533702 2.369184 -4.281559 -0.01 -0.01 1.03 0.0002
```
Positions in Å, forces in eV/Å.